Below is an isolated molecule of C5H13N in a non-equilibrium geometry, with properties calculated with ωB97M-V with the def2-TZVPD basis set.

```
19
C5H13N ωB97M-V with the def2-TZVPD basis set
C 1.32806 -1.89799 0.44190
C -0.17383 -1.62738 0.57630
C -0.65795 -0.19888 0.60719
C -0.42342 0.67713 -0.61835
C -1.17050 1.99054 -0.50672
N 1.02491 0.90026 -0.81379
H 1.68809 -1.48062 -0.49527
H 1.50799 -2.95820 0.33687
H 1.98522 -1.42553 1.17825
H -0.59260 -2.13534 -0.30689
H -0.56569 -2.24071 1.39710
H -1.71020 -0.10505 0.86063
H -0.15117 0.31172 1.44657
H -0.73937 0.13525 -1.51951
H -0.87490 2.70505 -1.26208
H -0.79795 2.51086 0.38609
H -2.24612 1.92755 -0.37613
H 1.41318 1.19741 0.07860
H 1.15625 1.71396 -1.41074
```

The structure (SMILES) is CCC[C@@H](C)N. Its total charge is 0. The LUMO energy is 0.04330 Eh. As for the total energy: -6885.8189 eV. The spin multiplicity is 1. The calculation puts the energy relative to the best compared isomer or geometry (same formula, charge and spin) at 0.3784 eV. The value obtained for the HOMO energy is -9.333 eV. The value obtained for the strongest force on any atom is 1.56 eV/A.